[1]
ORCA calculation (ωB97M-V with the def2-TZVPD basis set) on C11H15BNS3V as an isolated structure at a distorted geometry.

The geometry in XYZ format:
```
32
Properties=species:S:1:pos:R:3:forces:R:3:lowdin_spin:R:1
V 0.614 0.907 0.220 -4.4 3.5 -0.6 1.163
C -0.899 -2.055 -2.175 -1.5 -0.1 -0.3 -0.001
C -0.130 -1.569 -0.988 -0.1 0.7 0.2 -0.004
C 1.115 -0.872 -1.044 0.3 -1.4 0.9 0.005
C 1.827 -0.651 0.179 0.6 -3.3 0.6 0.007
C 3.301 -0.396 0.241 1.8 0.7 1.6 0.004
C 1.103 -0.906 1.404 3.0 0.0 0.7 -0.003
C -0.181 -1.406 1.462 -1.5 -0.3 0.5 -0.003
C -0.924 -1.567 2.780 -0.7 0.1 -1.0 0.000
C -0.790 -1.755 0.274 -0.3 -0.2 -1.4 0.003
H -0.825 -1.491 -3.131 0.4 -0.4 0.8 0.000
H -1.979 -2.006 -1.866 0.9 0.0 -0.5 0.000
H -0.737 -3.143 -2.355 0.3 0.7 0.1 0.000
H 1.656 -0.631 -1.952 -0.3 -0.2 -0.2 0.002
H 3.773 0.131 -0.602 -0.5 -0.6 -0.2 0.000
H 3.843 -1.362 0.480 -0.6 1.0 -0.5 0.001
H 3.574 0.313 1.088 -0.6 -1.0 -0.7 0.000
H 1.622 -0.780 2.384 -0.3 0.1 -1.1 0.001
H -1.935 -1.055 2.684 1.3 -0.6 0.4 0.000
H -0.317 -1.196 3.582 0.0 0.6 0.5 0.000
H -1.068 -2.629 3.011 -0.2 0.1 -0.3 0.000
H -1.833 -2.175 0.248 1.3 0.5 0.2 0.000
S 1.913 4.638 1.596 -0.5 -1.4 -0.2 -0.028
C 1.443 3.136 1.129 0.4 2.0 0.5 0.033
S 0.428 2.031 2.101 0.6 0.0 -0.4 -0.093
S 1.872 2.527 -0.485 -0.1 -0.3 0.2 -0.075
B -3.140 2.578 -1.932 0.9 0.3 -0.6 -0.001
C -1.908 1.865 -1.274 0.2 -1.1 1.8 0.005
N -1.094 1.237 -0.660 -0.7 1.4 -1.4 -0.013
H -4.116 2.681 -1.279 -0.1 -0.3 0.9 -0.001
H -3.413 1.906 -2.875 0.1 -0.3 -0.5 0.000
H -2.796 3.696 -2.245 0.3 -0.1 -0.1 -0.001
```
Forces are in eV/Å.

Properties
* charge: +1
* Kohn-Sham gap (spin up / spin down): 5.69 / 6.16 eV
* spin multiplicity: 2
* E_LUMO (spin up / spin down): -6.61 / -6.15 eV
* expectation value of S²: 0.80
* max |F|: 5.624 eV/A

=====

[2]
ORCA calculation (ωB97M-V with the def2-TZVPD basis set) on an isolated molecule of C11H15Cl2NO4S at a distorted geometry.

The geometry in XYZ format:
```
34
Properties=species:S:1:pos:R:3:forces:R:3:mulliken_charge:R:1
C 0.242 3.234 0.441 0.4 -6.7 -6.9 -1.110
O 1.479 2.509 0.521 -2.0 -0.5 0.1 -0.281
C 1.719 2.229 1.880 1.1 -1.1 -1.2 -0.602
C 2.940 1.219 1.878 -3.3 4.0 9.5 -1.478
C 2.634 -0.112 1.576 9.4 -2.7 -0.8 -0.098
N 2.586 -0.197 0.241 -0.1 4.1 -11.1 -0.254
S 1.938 -1.399 -0.683 -2.2 0.1 12.5 1.191
O 2.358 -2.521 0.103 -0.7 -1.1 0.4 -0.723
O 2.190 -1.467 -1.984 1.5 0.8 -8.9 -0.542
C 0.151 -0.991 -0.155 8.2 -10.2 4.9 -1.180
C -0.464 -1.868 0.714 8.0 -1.9 -0.6 -0.281
C -1.655 -1.955 1.083 -10.5 4.2 4.9 -0.874
C -2.422 -0.695 0.621 3.7 -3.6 -3.2 0.640
O -3.624 -0.394 0.812 -5.5 -0.8 4.3 -0.441
C -4.425 -1.237 1.959 -1.7 -0.3 -4.4 -0.765
C -1.865 -0.010 -0.549 -5.1 -1.8 5.8 -0.264
Cl -2.836 1.175 -1.087 -1.1 2.5 -2.1 -0.188
C -0.605 -0.233 -0.676 -1.3 9.2 -9.4 1.601
Cl 0.206 0.577 -1.989 -0.3 1.9 -1.5 -0.219
H 0.176 3.280 -0.720 -0.8 0.1 1.9 0.217
H -0.663 2.845 0.863 -0.2 -1.2 0.4 0.332
H 0.339 4.113 0.734 1.2 8.1 3.0 0.669
H 0.836 1.903 2.399 -0.7 -1.0 0.1 0.389
H 1.816 3.223 2.232 1.4 0.9 1.6 0.502
H 3.644 1.815 1.570 4.6 2.1 -2.9 0.623
H 3.238 1.323 3.153 -0.8 -0.7 -3.3 0.268
H 3.504 -0.871 1.852 -2.1 1.4 0.5 0.234
H 1.782 -0.253 1.902 -8.2 -2.5 4.4 0.502
H 2.398 0.807 -0.342 0.6 -3.4 2.3 0.374
H 0.250 -2.556 1.030 1.0 -1.6 1.0 0.655
H -2.164 -2.345 2.140 1.9 0.1 -3.2 0.183
H -4.473 -2.342 1.458 0.3 2.7 1.8 0.319
H -5.528 -0.795 2.037 2.7 -0.8 -0.6 0.227
H -3.937 -1.075 2.883 0.7 -0.3 0.7 0.373
```
Forces are in eV/Å.

Properties
* Kohn-Sham gap: 8.67 eV
* E_LUMO: 0.28 eV
* SMILES string: COCCCNS(=O)(=O)c1ccc(OC)c(Cl)c1Cl
* max |F|: 14.003 eV/A

=====

[3]
ORCA calculation (ωB97M-V with the def2-TZVPD basis set) on a 2-piece molecular cluster, C11H15Cl2NO8S overall at a distorted geometry.

The geometry in XYZ format:
```
38
Properties=species:S:1:pos:R:3:forces:R:3:mulliken_charge:R:1
C 2.918 0.924 -2.469 0.4 -0.2 0.8 -1.101
C 1.637 0.506 -1.665 -1.2 0.3 -0.7 0.221
Cl 1.946 -0.334 -0.064 -0.2 1.0 -1.8 -0.046
C 0.314 0.701 -2.037 1.5 -0.5 0.7 -0.139
Cl 0.046 1.541 -3.648 0.1 -0.9 1.8 -0.237
C -0.918 0.264 -1.124 0.3 0.7 -0.1 0.213
C -1.135 -1.309 -1.070 0.7 0.5 0.7 -0.761
S -2.744 -1.605 -0.165 -2.9 -5.6 -0.1 1.216
O -2.615 -2.716 0.831 0.8 3.8 -1.5 -0.674
O -3.845 -2.008 -1.117 2.8 2.7 1.7 -0.618
O -3.067 -0.181 0.642 0.6 -0.6 -1.2 -0.401
C -3.315 0.912 -0.260 -0.6 1.0 -0.9 -0.198
O -3.233 2.165 0.491 0.6 -2.5 0.1 -0.171
N -4.139 3.054 -0.030 1.1 2.1 0.2 0.121
O -3.680 4.141 0.119 -1.4 -0.9 -0.3 -0.335
C -2.267 1.043 -1.464 -0.3 -0.4 -0.7 -0.115
C -3.003 0.565 -2.792 -0.3 0.0 -0.9 -1.349
H 3.625 1.476 -1.764 -1.0 -0.7 -0.8 0.292
H 3.501 0.017 -2.827 -0.9 0.9 0.5 0.277
H 2.724 1.594 -3.351 -0.1 -0.8 1.1 0.333
H -0.625 0.586 -0.067 -0.3 -0.4 -1.4 0.487
H -1.111 -1.831 -2.070 -0.6 0.6 1.1 0.391
H -0.347 -1.812 -0.416 -1.1 0.8 -0.8 0.451
H -4.389 0.846 -0.631 1.4 -0.1 0.3 0.537
H -2.003 2.144 -1.582 -0.4 -1.4 0.3 0.586
H -4.122 0.782 -2.743 1.5 -0.3 0.1 0.384
H -2.908 -0.546 -3.000 -0.1 1.3 0.5 0.301
H -2.640 1.096 -3.732 -0.3 -0.6 1.4 0.348
O 3.348 -2.862 1.713 0.0 0.4 0.4 -0.501
C 3.439 -2.124 2.645 0.0 -0.6 -0.6 0.639
O 4.372 -2.236 3.627 -0.4 0.1 -0.3 -0.332
C 4.298 -1.055 4.417 0.5 0.2 0.5 -0.331
C 2.897 -0.576 4.172 -0.5 0.5 0.4 -0.323
O 2.619 -1.060 2.863 0.3 -0.3 0.0 -0.281
H 4.486 -1.278 5.467 0.0 -0.2 -0.1 0.299
H 5.051 -0.346 4.064 -0.1 0.0 0.0 0.261
H 2.177 -1.011 4.870 0.0 0.0 -0.1 0.262
H 2.814 0.510 4.210 -0.1 -0.1 -0.2 0.294
```
Forces are in eV/Å.

Properties
* Kohn-Sham gap: 9.39 eV
* E_LUMO: -0.31 eV
* SMILES string: C/C(Cl)=C(\Cl)[C@@H]1CS(=O)(=O)O[C@@H](ON=O)[C@@H]1C.O=C1OCCO1
* max |F|: 6.266 eV/A

=====

[4]
ORCA calculation (ωB97M-V with the def2-TZVPD basis set) on C11H15Cl2O2PbSc as an isolated structure at a distorted geometry.

The geometry in XYZ format:
```
32
Properties=species:S:1:pos:R:3:forces:R:3:mulliken_charge:R:1
Sc -0.342 0.565 0.181 0.9 -2.4 -1.6 0.236
Cl -0.604 2.754 -0.589 0.0 1.1 -0.3 -0.602
C -2.428 -0.116 -0.022 -0.6 0.1 0.1 -0.959
H -2.792 -0.394 0.979 -0.1 0.0 -0.1 0.302
H -2.543 -0.986 -0.687 0.1 0.1 0.1 0.174
H -3.056 0.706 -0.400 0.0 -0.2 0.0 0.262
Pb 1.316 -1.185 -2.998 0.3 -1.0 -0.5 0.103
C 2.485 0.785 -3.136 0.0 0.3 0.1 -1.198
C -0.752 -0.369 -3.578 -0.1 0.1 -0.2 -1.159
C 0.934 -1.263 -0.793 -0.7 1.1 1.3 -0.903
H -1.501 -1.075 -3.186 0.1 0.3 -0.2 0.191
H -0.904 0.638 -3.163 -0.1 -0.2 -0.2 0.188
H -0.764 -0.353 -4.683 -0.2 0.1 0.4 0.343
H 3.452 0.618 -2.637 -0.2 0.2 -0.1 0.258
H 2.635 1.027 -4.199 0.0 0.0 0.3 0.303
H 1.913 1.575 -2.627 0.3 0.0 -0.1 0.199
H 0.345 -2.175 -0.539 0.2 0.3 -0.2 0.223
H 1.897 -1.349 -0.247 -0.2 0.0 -0.2 0.266
Cl 2.514 -0.174 8.117 0.3 0.0 0.8 -0.250
C 2.012 -0.082 6.482 -0.5 -0.1 -1.6 0.438
C 1.377 -1.191 5.893 0.1 0.4 0.0 -0.516
C 0.933 -1.099 4.571 0.2 0.2 0.5 -0.351
C 1.150 0.076 3.856 -0.1 -0.2 -0.2 -0.003
C 1.822 1.158 4.420 0.1 -0.3 0.4 -0.328
C 2.246 1.090 5.745 -0.2 -0.5 0.2 -0.518
C 0.636 0.196 2.460 -0.7 0.4 -2.3 0.864
O -0.340 -0.522 2.020 1.5 0.7 2.1 -0.541
O 1.164 1.069 1.670 -0.3 -0.8 1.8 -0.645
H 1.217 -2.099 6.472 0.1 0.2 -0.1 0.373
H 0.416 -1.927 4.084 0.1 0.3 0.1 0.421
H 1.999 2.046 3.822 -0.1 -0.2 0.0 0.450
H 2.743 1.931 6.216 0.0 -0.1 0.0 0.381
```
Forces are in eV/Å.

Properties
* charge: -2
* Kohn-Sham gap: 2.63 eV
* E_LUMO: 3.64 eV
* max |F|: 3.056 eV/A
* energy above the lowest of the compared OMol25 structures with the same formula, charge and spin: 0.0000 eV

=====

[5]
ORCA calculation (ωB97M-V with the def2-TZVPD basis set) on an isolated molecule of C11H15FN2 at a distorted geometry.

The geometry in XYZ format:
```
29
Properties=species:S:1:pos:R:3:forces:R:3:mulliken_charge:R:1
C 0.063 2.314 -0.590 -1.6 0.6 -2.3 -0.944
N 0.530 1.191 0.147 -1.3 -0.6 0.5 0.187
C 1.917 1.216 0.170 4.3 -2.9 -0.6 -0.853
C 2.357 -0.260 0.597 0.0 0.3 0.2 0.259
C 3.291 -0.898 -0.457 0.5 0.5 -0.5 -0.470
F 3.790 -2.032 0.202 0.1 0.0 -0.8 -0.315
C 1.084 -1.087 0.599 -3.3 1.4 2.2 -1.082
C 0.075 -0.184 -0.246 0.0 1.0 4.4 -0.065
C -1.421 -0.359 0.087 2.3 -2.2 -3.8 0.255
C -2.168 -0.078 1.150 -3.0 0.4 -1.5 -0.508
C -3.569 -0.199 1.040 1.1 -0.8 2.1 -0.557
C -4.095 -1.005 0.088 0.6 0.6 -2.6 -0.309
N -3.399 -1.258 -1.045 2.3 -0.6 0.6 -0.587
C -2.064 -0.966 -1.003 -2.8 0.1 0.2 -0.256
H -0.021 3.243 0.138 0.5 -1.6 -2.1 0.282
H 0.772 2.348 -1.579 -1.4 1.0 2.1 0.294
H -0.983 2.080 -1.069 1.7 0.6 1.3 0.258
H 2.548 1.949 0.814 -1.7 -0.7 -1.3 0.210
H 2.349 1.124 -0.922 -0.6 1.4 1.3 0.344
H 2.747 -0.248 1.645 0.4 -0.2 -1.2 0.464
H 4.210 -0.242 -0.765 -1.7 -1.1 0.5 0.293
H 2.684 -1.233 -1.444 1.4 0.8 2.3 0.240
H 1.081 -2.100 0.228 0.5 -0.3 -0.2 0.420
H 0.603 -1.151 1.701 1.2 0.2 -2.4 0.269
H 0.182 -0.437 -1.251 0.5 0.1 -2.1 0.441
H -1.784 0.522 1.845 1.5 2.0 3.2 0.524
H -4.174 0.193 1.832 -0.3 0.0 0.3 0.381
H -5.107 -1.308 -0.008 -0.9 0.0 0.4 0.415
H -1.500 -1.136 -1.903 -0.1 -0.2 -0.3 0.410
```
Forces are in eV/Å.

Properties
* Kohn-Sham gap: 9.78 eV
* E_LUMO: 0.80 eV
* SMILES string: CN1C[C@H](CF)C[C@H]1c1cccnc1
* max |F|: 5.230 eV/A
* energy above the lowest of the compared OMol25 structures with the same formula, charge and spin: 2.3823 eV

=====

[6]
ORCA calculation (ωB97M-V with the def2-TZVPD basis set) on a 2-piece molecular cluster, C11H15FN3O5 overall at a distorted geometry.

The geometry in XYZ format:
```
35
Properties=species:S:1:pos:R:3:forces:R:3:mulliken_charge:R:1
C 4.126 1.228 0.354 0.0 0.0 0.0 -1.211
C 3.099 2.268 -0.066 0.8 0.0 0.6 -0.088
O 2.487 1.886 -1.282 -0.3 -0.1 0.0 -0.395
C 1.223 2.461 -1.520 0.3 0.0 -0.1 -0.574
C 0.185 1.338 -1.646 0.4 0.8 0.3 -0.629
N -0.590 1.211 -0.397 0.2 -0.8 -0.5 0.218
C -0.571 0.092 0.309 -0.4 0.3 0.4 -0.170
N -1.336 0.281 1.394 0.1 -0.1 -0.2 0.053
C -1.839 1.550 1.359 -0.9 0.9 0.3 0.028
N -2.682 2.092 2.359 1.1 -0.5 -0.1 -0.540
C -2.109 2.969 3.020 -1.0 -0.4 -0.7 0.670
O -1.667 3.837 3.606 0.5 0.7 0.8 -0.279
C -1.390 2.149 0.229 0.3 -0.6 -0.1 -0.360
H 4.167 1.162 1.436 0.0 0.0 0.2 0.342
H 3.853 0.252 -0.033 0.0 -0.2 0.0 0.318
H 5.124 1.476 0.014 0.1 0.0 -0.2 0.321
H 2.382 2.384 0.752 -0.4 0.0 -0.2 0.226
H 3.615 3.223 -0.165 -0.2 0.3 -0.2 0.304
H 0.974 3.138 -0.704 -0.2 0.1 0.1 0.428
H 1.249 3.055 -2.431 0.0 0.0 -0.2 0.375
H 0.754 0.426 -1.757 -0.1 -0.3 -0.1 0.314
H -0.461 1.480 -2.504 -0.4 0.0 0.1 0.393
H -0.043 -0.812 0.068 0.1 -0.2 0.0 0.418
H -1.524 -0.393 2.120 0.1 -0.1 0.0 0.265
H -1.574 3.128 -0.161 0.0 0.2 -0.1 0.553
C -2.237 -4.986 -0.112 0.0 -0.3 0.0 -0.441
C -2.284 -3.919 -1.183 -0.3 0.1 0.2 0.289
O -1.358 -2.958 -0.683 0.0 -0.2 -0.3 -0.244
C -0.448 -3.634 0.074 0.1 -0.1 0.2 0.664
O 0.584 -3.161 0.422 0.0 0.3 0.1 -0.496
O -0.884 -4.869 0.365 -0.1 0.1 -0.2 -0.335
F -3.505 -3.348 -1.279 0.1 0.1 0.0 -0.270
H -2.927 -4.770 0.704 0.0 0.1 -0.1 0.282
H -2.431 -5.984 -0.491 0.2 0.0 0.0 0.288
H -1.962 -4.251 -2.170 -0.1 0.1 0.0 0.280
```
Forces are in eV/Å.

Properties
* charge: +1
* Kohn-Sham gap: 10.24 eV
* E_LUMO: -2.74 eV
* max |F|: 1.292 eV/A

=====

[7]
ORCA calculation (ωB97M-V with the def2-TZVPD basis set) on an isolated molecule of C11H15IOSi at a distorted geometry.

The geometry in XYZ format:
```
29
Properties=species:S:1:pos:R:3:forces:R:3:mulliken_charge:R:1
C -2.997 0.618 -0.716 3.0 1.2 -0.7 -1.036
Si -1.354 0.699 0.395 -1.4 -1.1 0.4 0.390
C -1.923 1.010 2.258 1.5 -4.4 -1.1 -1.119
O -0.317 1.956 0.182 -1.0 0.1 1.6 -0.459
C 0.350 2.273 -0.950 1.6 1.8 -0.8 -0.554
C 1.716 1.609 -1.013 0.9 1.0 0.8 -0.331
C 2.423 1.281 0.053 -0.3 -0.3 -0.5 -0.596
I 4.315 0.352 0.142 -0.8 0.4 -0.1 0.048
C -0.348 -0.935 0.049 0.8 0.7 0.6 0.550
C 0.162 -1.349 -1.193 -1.7 1.6 -2.9 0.203
C 1.079 -2.394 -1.406 -0.7 0.5 1.8 -0.643
C 1.597 -3.028 -0.305 0.2 1.4 2.1 -0.462
C 1.268 -2.491 0.979 -0.2 -0.8 0.8 -0.562
C 0.288 -1.501 1.170 0.1 -0.7 0.1 -0.372
H -2.722 0.633 -1.829 -0.4 -0.9 1.5 0.303
H -3.482 -0.269 -0.308 -0.5 0.3 -0.5 0.318
H -3.459 1.601 -0.628 -0.7 -0.3 0.6 0.339
H -2.476 0.006 2.575 1.4 2.0 -0.2 0.278
H -1.061 1.293 2.892 -0.6 -0.5 -0.2 0.275
H -2.645 1.732 2.278 -1.8 2.1 0.0 0.426
H 0.279 3.409 -1.122 1.0 -1.2 0.7 0.383
H -0.164 1.997 -1.802 -1.3 -1.2 -2.1 0.374
H 2.261 1.479 -1.892 0.1 0.0 -2.1 0.401
H 1.876 1.425 0.928 0.0 -0.1 2.1 0.505
H -0.258 -0.746 -2.134 1.0 -1.5 1.9 0.065
H 1.514 -2.819 -2.263 -0.3 0.4 -1.9 0.400
H 2.387 -3.750 -0.497 -0.3 -0.1 0.6 0.348
H 1.688 -2.874 1.936 0.0 0.0 -1.1 0.298
H 0.005 -1.215 2.222 0.4 -0.2 -1.3 0.233
```
Forces are in eV/Å.

Properties
* Kohn-Sham gap: 9.27 eV
* E_LUMO: 0.55 eV
* SMILES string: C[Si](C)(OC/C=C/I)c1ccccc1
* max |F|: 4.844 eV/A
* energy above the lowest of the compared OMol25 structures with the same formula, charge and spin: 0.0000 eV

=====

[8]
ORCA calculation (ωB97M-V with the def2-TZVPD basis set) on a 2-piece molecular cluster, C11H15N overall at a distorted geometry.

The geometry in XYZ format:
```
27
Properties=species:S:1:pos:R:3:forces:R:3:lowdin_spin:R:1
C 0.475 -3.211 3.396 0.8 1.1 -0.6 0.003
C -0.410 -2.661 2.267 -0.4 -1.1 0.5 0.006
H 1.539 -3.045 3.160 -0.2 -0.3 -0.2 0.002
H 0.368 -2.546 4.256 -0.4 -0.7 0.5 0.001
H 0.335 -4.277 3.579 -0.1 0.2 0.3 0.000
H -0.479 -1.584 2.304 0.0 0.2 -0.3 0.004
H -0.092 -3.004 1.296 0.4 0.3 -0.4 0.000
H -1.406 -3.102 2.368 -0.2 0.3 0.2 0.001
C 1.424 2.864 0.584 -0.8 -0.7 -0.1 -0.003
C -0.904 0.517 -1.125 0.2 0.0 -0.4 0.021
C 0.345 0.877 -0.581 0.0 -0.2 1.1 0.070
C 0.251 2.208 -0.097 0.5 -0.1 -0.5 0.027
C -0.981 2.693 -0.479 0.1 0.3 0.6 0.158
C -0.066 -1.654 -1.693 0.2 -0.9 0.3 0.121
C -1.172 -0.745 -1.671 0.2 -0.2 -0.2 0.194
C 1.126 -1.374 -1.062 0.1 1.2 0.7 0.055
C 1.353 -0.127 -0.407 0.2 -1.0 -0.7 0.225
N -1.699 1.626 -1.029 -0.5 0.8 0.0 0.020
H -0.177 -2.679 -2.050 -0.2 0.2 -0.2 0.007
H -2.135 -1.039 -2.066 -0.1 0.1 0.0 0.024
H 1.947 -2.075 -0.964 -0.2 -0.4 -0.3 -0.002
H 2.297 -0.046 0.128 -0.2 0.6 0.0 0.031
H -2.528 1.836 -1.555 0.0 -0.5 -0.1 0.004
H -1.470 3.624 -0.231 0.0 -0.1 -0.1 0.027
H 1.199 3.884 0.866 0.2 0.3 0.1 0.001
H 2.273 2.786 -0.083 0.4 0.4 -0.2 0.002
H 1.706 2.274 1.464 -0.1 0.2 0.1 0.003
```
Forces are in eV/Å.

Properties
* charge: -1
* Kohn-Sham gap (spin up / spin down): 3.07 / 6.46 eV
* spin multiplicity: 2
* E_LUMO (spin up / spin down): 3.70 / 3.65 eV
* expectation value of S²: 0.77
* max |F|: 1.542 eV/A
* energy above the lowest of the compared OMol25 structures with the same formula, charge and spin: 0.2858 eV

=====

Look up the max |F| of the sixth one.
1.292 eV/A

=====

max |F| of number 6 (C11H15FN3O5)?
1.292 eV/A

=====

What is the max |F| in the second record?
14.003 eV/A